[1]
CH4BrP in the gas phase, computed with ωB97M-V/def2-TZVPD.

XYZ file:
```
7
CH4BrP | the OMol25 dataset | ωB97M-V/def2-TZVPD
Br 0.03320 1.93720 1.54898
P -0.72734 1.02492 -0.29342
C 0.00923 -0.81192 -0.00446
H 0.11235 -0.86728 1.06737
H 0.85725 -0.83024 -0.65087
H -0.58124 -1.65863 -0.31570
H 0.29654 1.20596 -1.35190
```

Summary:
Net charge = 0
Spin multiplicity = 3
Highest occupied orbital energy (alpha / beta) = -5.2 / -10.4 eV
Lowest unoccupied orbital energy (alpha / beta) = 0.77 / -3.13 eV



[2]
A molecular structure, CH4Cl2SSi, computed with ωB97M-V/def2-TZVPD.

XYZ file:
```
9
CH4Cl2SSi | the OMol25 dataset | ωB97M-V/def2-TZVPD
Cl 2.03624 -1.44273 0.55680
Cl 2.48755 1.05652 -0.76511
S -2.19417 -0.78084 -0.86409
Si -0.19100 0.39974 0.77222
C 1.25180 -0.12971 -0.36260
H 0.87267 -0.51792 -1.36329
H -0.84544 1.61929 0.84503
H -2.77695 0.41219 -0.60479
H -0.64071 -0.61653 1.78582
```

Summary:
Net charge = 0
Highest occupied orbital energy = -8.7 eV
Lowest unoccupied orbital energy = -1.13 eV



[3]
A molecular structure, CH4Cl4N3P3, computed with ωB97M-V/def2-TZVPD.

XYZ file:
```
15
CH4Cl4N3P3 | the OMol25 dataset | ωB97M-V/def2-TZVPD
Cl -3.28167 0.23768 0.26369
Cl -0.16514 3.77083 2.68527
Cl -0.89195 2.01516 5.42688
Cl 0.48922 -1.10879 5.01587
P -1.30896 2.19630 2.56188
P -0.77691 -0.10640 1.14620
P -1.14089 -0.43932 3.94804
N -0.57362 -0.94537 2.45492
N -0.58200 1.20074 3.89083
N -0.26940 1.41494 1.30193
C 0.06638 -1.09837 -0.18115
H 0.17249 1.95224 0.56952
H -0.28450 -0.88415 -1.20252
H -0.16905 -2.12003 0.33896
H 1.19802 -0.96413 -0.24562
```

Summary:
Net charge = 0
Highest occupied orbital energy = -9.2 eV
Lowest unoccupied orbital energy = -1.41 eV



What did we get for max |F|? Answer: 5.97, 5.14, 2.74 eV/A, in the order shown.